80
Properties=species:S:1:pos:R:3:forces:R:3 method="wB97M-V/def2-TZVPD" de_lowest_kcal_mol=6.0 e_homo_ev="-15.69 / -15.68" fmax_ev_per_a=3.08 spin_multiplicity=5 s_squared=6.0291 total_energy_ha=-9318.53327 homo_lumo_gap_ev="6.05 / 2.60" charge=+3
Rh 0.077390 0.272018 -3.504523 0.4 1.2 0.2
C 3.743972 -0.207225 -3.888493 -0.1 -0.4 -0.9
Se 2.374064 1.117513 -4.410241 0.4 0.2 0.6
C 2.646780 2.473991 -2.946753 2.0 -1.1 0.3
C 1.498837 3.391541 -2.993945 -1.0 0.2 -0.5
Se -0.065516 2.463820 -2.136044 -0.5 1.4 -0.8
C -1.437565 3.635123 -3.073039 0.1 -1.4 -0.3
H 3.958788 -0.173658 -2.832136 -0.1 0.2 0.3
H 4.642300 0.068849 -4.459791 -0.4 -0.2 0.2
H 3.366889 -1.209639 -4.181209 0.4 0.7 0.0
H 3.625111 2.965864 -3.170148 -0.8 -0.2 -0.1
H 2.803822 1.974836 -1.960850 -0.3 0.1 -0.7
H 1.246897 3.611424 -4.054178 -0.1 0.2 0.8
H 1.689672 4.312260 -2.437336 -0.2 -0.1 0.0
H -1.435129 3.451355 -4.165924 0.3 0.2 0.7
H -1.209419 4.651407 -2.803317 0.1 0.3 0.0
H -2.406535 3.332052 -2.683884 0.0 0.1 0.2
C -4.777946 -0.122804 -3.450477 -0.5 1.8 -0.2
N -3.911550 -1.250100 -3.223745 0.7 -1.3 0.7
C -4.151221 -2.493459 -2.627889 -1.5 1.8 -0.3
C -3.005764 -3.197486 -2.615361 2.4 -0.1 -0.6
N -2.018923 -2.379308 -3.247339 -0.1 0.5 0.5
C -2.617642 -1.166487 -3.551401 0.8 -1.7 -0.8
S -1.912129 -0.059464 -4.638462 -0.6 0.7 -0.3
C -0.585105 -2.643579 -3.381296 0.9 -1.6 -0.1
C -0.125058 -3.956961 -3.624119 -2.1 0.6 0.0
C 1.089366 -4.353422 -3.103404 0.6 -0.1 -0.2
C 1.893267 -3.415416 -2.456490 -0.5 -0.2 0.1
C 1.491136 -2.096590 -2.492083 0.4 0.1 -1.2
N 0.349378 -1.693282 -3.115671 -1.1 -1.5 2.5
H -5.810474 -0.339047 -3.161875 0.3 0.0 0.0
H -4.730689 0.163075 -4.524937 -0.2 -0.4 0.6
H -4.377489 0.770151 -2.885885 -0.6 -1.1 -0.4
H -5.153607 -2.725006 -2.247075 0.6 0.0 -0.2
H -2.772017 -4.177474 -2.165719 -0.1 0.7 -0.5
H -0.778583 -4.679613 -4.147145 0.3 0.4 0.6
H 1.341291 -5.408247 -3.217714 0.3 0.3 0.1
H 2.805688 -3.665973 -1.941211 0.1 -0.2 0.0
H 2.171821 -1.318058 -2.145132 -0.5 -0.1 0.0
C -2.330382 -0.722390 2.433130 -1.1 -0.8 1.2
C -1.589294 0.605912 2.607379 0.3 -0.4 -1.0
C -1.902981 1.252971 3.933473 -0.8 1.0 0.8
C -2.108177 1.520032 1.465114 -1.0 0.1 -0.1
Si 0.290567 0.264402 2.569964 0.0 0.5 0.2
Br 0.562664 0.011935 0.285695 0.3 -0.4 -0.9
C 0.988077 -1.342828 3.277596 0.0 -0.8 0.6
C 0.576019 -1.561118 4.761221 -0.2 0.9 0.5
C 2.550800 -1.387258 3.240319 0.3 -0.2 0.3
C 0.474051 -2.602384 2.521112 1.2 -0.6 0.4
C 1.335017 1.782721 2.994281 0.5 0.3 -0.2
C 0.674944 3.082363 2.514262 0.2 1.6 0.9
C 2.711948 1.756631 2.281559 0.1 -0.3 0.8
C 1.571518 1.831811 4.517888 0.5 0.2 0.3
H -3.433049 -0.528940 2.604628 1.0 -0.2 -0.5
H -2.074062 -1.477235 3.236480 -0.1 0.8 -1.0
H -2.170332 -1.168154 1.428470 -0.1 0.2 0.6
H -2.939298 1.032898 4.274551 0.5 0.0 -0.3
H -1.863881 2.361888 3.810414 0.1 -0.8 0.4
H -1.239510 0.942360 4.747367 -0.1 0.1 0.0
H -3.212722 1.737296 1.677743 1.5 0.0 -0.1
H -2.125644 0.921883 0.536172 0.2 0.4 0.1
H -1.539050 2.472747 1.304480 -0.6 -0.9 0.2
H 0.788722 -0.668191 5.382089 0.1 -0.6 -0.2
H 1.131077 -2.424321 5.188955 -0.4 0.5 -0.3
H -0.510763 -1.709847 4.880690 0.4 -0.3 -0.1
H 3.064287 -0.736100 3.995948 -0.7 -0.5 -0.6
H 2.969854 -1.107789 2.259761 -0.2 -0.3 0.2
H 2.865453 -2.439184 3.468045 -0.2 0.8 -0.2
H -0.596712 -2.647896 2.318741 0.2 0.2 0.0
H 0.728324 -3.477422 3.187623 -0.3 0.7 -0.8
H 1.075142 -2.702092 1.599745 -0.5 -0.2 0.1
H 0.627414 3.137480 1.409675 -0.1 0.0 0.5
H 1.312832 3.968444 2.880261 -0.7 -1.2 -0.6
H -0.325395 3.279464 2.970425 0.7 -0.3 -0.6
H 2.567851 1.666024 1.218817 0.1 0.2 -0.6
H 3.333265 0.901000 2.582738 -0.1 0.5 0.0
H 3.238450 2.696773 2.515896 -0.1 -0.4 -0.1
H 0.661212 2.049483 5.078813 0.0 0.0 0.0
H 2.326194 2.597883 4.789988 -0.5 -0.1 -0.3
H 2.001494 0.905739 4.914707 -0.2 0.1 -0.2